[1]
Density functional theory data (ωB97M-V/def2-TZVPD) for C25H39N3 in the gas phase.

Geometry as ORCA input:
```
! wB97M-V def2-TZVPD RIJCOSX def2/J DEFGRID3
* xyz 0 1
C -2.680 3.548 -3.396
C -1.913 2.983 -2.206
C -2.818 2.160 -1.293
C -2.080 1.538 -0.098
C -1.869 2.578 1.016
N -0.893 2.139 1.997
C -0.597 3.154 2.986
N -2.825 0.359 0.317
C -2.159 -0.534 1.255
C -1.019 -1.315 0.570
C -1.580 -2.154 -0.592
C -0.489 -2.517 -1.551
C -0.253 -1.736 -2.676
C 0.789 -2.031 -3.537
C 1.615 -3.113 -3.281
C 1.387 -3.899 -2.164
C 0.341 -3.604 -1.308
N -0.274 -2.167 1.471
C 0.540 -1.498 2.468
C 1.752 -2.367 2.814
C 2.645 -2.636 1.602
C 3.617 -1.495 1.272
C 2.958 -0.279 0.687
C 2.358 -0.342 -0.566
C 1.758 0.774 -1.119
C 1.756 1.978 -0.434
C 2.358 2.055 0.811
C 2.954 0.934 1.366
H -3.485 4.197 -3.057
H -2.020 4.126 -4.039
H -3.116 2.743 -3.984
H -1.467 3.807 -1.645
H -1.099 2.350 -2.567
H -3.254 1.343 -1.871
H -3.639 2.784 -0.930
H -1.098 1.197 -0.441
H -1.577 3.541 0.559
H -2.817 2.742 1.543
H -0.035 1.876 1.517
H -1.501 3.358 3.562
H 0.168 2.776 3.661
H -0.249 4.103 2.549
H -3.711 0.659 0.713
H -1.750 0.004 2.121
H -2.909 -1.251 1.606
H -0.296 -0.602 0.161
H -2.342 -1.554 -1.089
H -2.046 -3.053 -0.184
H -0.897 -0.890 -2.875
H 0.960 -1.417 -4.410
H 2.431 -3.343 -3.951
H 2.028 -4.745 -1.960
H 0.165 -4.217 -0.436
H -0.891 -2.843 1.911
H 0.882 -0.551 2.048
H -0.014 -1.269 3.392
H 2.326 -1.883 3.607
H 1.388 -3.322 3.201
H 3.239 -3.532 1.797
H 2.002 -2.833 0.745
H 4.166 -1.217 2.175
H 4.341 -1.872 0.544
H 2.359 -1.273 -1.112
H 1.296 0.702 -2.093
H 1.291 2.851 -0.869
H 2.371 2.992 1.351
H 3.420 1.004 2.339
*
```

Computed properties:
highest occupied orbital energy	-8.03	eV
frontier orbital gap	0.3268	hartree



[2]
Density functional theory data (ωB97M-V/def2-TZVPD) for a molecular structure, C25H40BO4Pd.

Geometry as ORCA input:
```
! wB97M-V def2-TZVPD RIJCOSX def2/J DEFGRID3
* xyz -1 3
O -1.326 -0.265 -3.511
C -1.070 -1.643 -4.026
C -2.354 -1.691 -4.844
H -1.052 -2.363 -3.207
H -0.164 -1.727 -4.649
C -2.401 -0.191 -4.515
H -3.152 -2.234 -4.286
H -2.348 -1.965 -5.902
C -3.813 0.009 -4.019
H -4.063 -0.754 -3.246
H -4.487 -0.153 -4.885
H -3.989 1.017 -3.626
C -1.977 0.752 -5.638
H -1.014 0.444 -6.065
H -1.869 1.760 -5.225
H -2.721 0.777 -6.442
Pd 0.408 1.114 -0.273
C 2.629 2.875 0.077
C 3.389 1.908 0.767
C 3.244 0.645 0.111
H 4.103 2.120 1.574
C 2.454 0.847 -1.077
C 2.043 2.252 -1.100
H 1.469 2.696 -1.909
H 2.541 3.923 0.334
H 3.751 -0.278 0.371
H 2.401 0.196 -1.955
C -0.496 3.060 1.562
C -0.404 3.328 0.170
C -1.332 2.440 -0.522
H 0.177 4.122 -0.301
C -1.942 1.589 0.490
C -1.460 2.025 1.760
H -1.845 1.709 2.724
H 0.003 3.624 2.338
H -1.615 2.497 -1.562
H -2.730 0.866 0.308
O -2.780 -2.534 -1.523
C -2.250 -1.334 -0.942
C -0.745 -1.456 -0.831
H -2.678 -1.218 0.060
H -2.593 -0.480 -1.523
C -0.494 -2.960 -0.762
H -0.389 -0.939 0.074
H -0.223 -1.031 -1.708
C -1.836 -3.596 -1.175
H -0.261 -3.256 0.268
H 0.322 -3.256 -1.430
H -2.249 -4.239 -0.369
H -1.688 -4.280 -2.033
C 3.432 -0.998 3.181
C 1.920 -0.845 3.295
C 1.438 -2.037 4.086
O 1.326 -0.883 1.979
B 1.053 0.443 1.605
O 1.249 1.317 2.672
C 1.521 0.561 3.868
C 0.291 0.592 4.745
C 2.609 1.243 4.663
H 3.906 -0.188 2.606
H 3.665 -1.958 2.691
H 3.877 -1.025 4.190
H 1.761 -2.959 3.587
H 1.895 -2.026 5.086
H 0.349 -2.055 4.197
H 0.522 0.125 5.708
H 0.016 1.633 4.953
H -0.571 0.086 4.300
H 3.558 1.349 4.130
H 2.281 2.235 4.990
H 2.777 0.637 5.562
*
```

Computed properties:
highest occupied orbital energy (alpha / beta)	-2.00 / -3.06	eV
frontier orbital gap (alpha / beta)	0.1730 / 0.2118	hartree



[3]
Density functional theory data (ωB97M-V/def2-TZVPD) for 3 unconnected molecules or ions with the total composition C25H40F2N3O6Si.

Geometry as ORCA input:
```
! wB97M-V def2-TZVPD RIJCOSX def2/J DEFGRID3
* xyz 1 1
C 2.460 0.422 5.918
C 3.622 -0.329 5.344
O 4.728 -0.073 5.635
O 3.380 -1.385 4.498
C 2.887 -0.984 3.229
C 4.024 -0.432 2.350
C 3.975 -0.902 0.902
N 2.679 -0.748 0.199
C 2.489 0.488 -0.421
N 2.425 0.566 -1.813
N 2.354 1.568 0.266
C 2.105 2.946 -0.246
F 2.489 3.722 0.798
F 2.921 3.248 -1.252
C 0.625 3.148 -0.533
C -0.124 3.832 0.628
Si -0.398 2.726 2.141
C 1.149 2.724 3.246
C -1.743 3.544 3.186
C -0.939 0.991 1.689
C -1.608 0.644 0.485
C -2.039 -0.687 0.204
C -1.801 -1.726 1.146
C -1.127 -1.394 2.349
C -0.695 -0.069 2.623
H 2.716 1.473 6.026
H 2.258 0.035 6.918
H 1.539 0.325 5.343
H 2.101 -0.231 3.364
H 2.389 -1.840 2.766
H 4.052 0.661 2.444
H 4.960 -0.769 2.801
H 4.781 -0.445 0.327
H 4.193 -1.971 0.908
H 1.881 -1.031 0.763
H 1.804 -0.157 -2.174
H 3.344 0.279 -2.160
H 2.383 1.484 1.280
H 0.542 3.759 -1.434
H 0.130 2.204 -0.752
H -1.114 4.094 0.242
H 0.322 4.782 0.922
H 1.844 1.900 3.060
H 1.645 3.683 3.092
H 0.853 2.686 4.295
H -2.111 4.459 2.718
H -1.327 3.859 4.146
H -2.571 2.872 3.405
H -1.848 1.402 -0.257
H -2.569 -0.873 -0.723
H -2.140 -2.734 0.947
H -0.953 -2.168 3.089
H -0.178 0.124 3.559
O -4.917 -0.177 -2.131
C -4.887 -1.339 -2.425
O -4.528 -2.297 -1.535
C -4.469 -3.581 -2.193
C -5.357 -3.437 -3.421
C -5.177 -1.962 -3.770
H -3.429 -3.788 -2.453
H -4.821 -4.348 -1.507
H -5.090 -4.120 -4.225
H -6.396 -3.625 -3.149
H -4.319 -1.802 -4.421
H -6.067 -1.523 -4.211
O -2.307 -3.060 -5.627
C -1.390 -2.361 -5.324
O -0.789 -2.436 -4.101
C 0.204 -1.416 -3.982
C 0.575 -1.039 -5.412
C -0.742 -1.267 -6.148
H -0.228 -0.574 -3.430
H 1.056 -1.811 -3.425
H 0.968 -0.027 -5.502
H 1.331 -1.728 -5.791
H -1.386 -0.387 -6.126
H -0.595 -1.596 -7.173
*
```

Computed properties:
highest occupied orbital energy	-12.03	eV
frontier orbital gap	0.2868	hartree



[4]
Density functional theory data (ωB97M-V/def2-TZVPD) for 4 unconnected molecules or ions with the total composition C25H40F3N4O6S.

Geometry as ORCA input:
```
! wB97M-V def2-TZVPD RIJCOSX def2/J DEFGRID3
* xyz 1 1
N -3.161 4.003 -1.373
C -2.230 3.076 -1.391
N -1.079 3.234 -2.077
C -0.368 1.944 -1.894
C -1.531 0.953 -1.728
C -0.974 -0.383 -1.265
C -0.472 -1.187 -2.459
C -1.604 -1.857 -3.204
O -2.437 -2.483 -2.616
N -1.703 -1.656 -4.639
C -2.037 -0.262 -4.839
C -3.360 0.113 -4.618
C -3.706 1.456 -4.742
C -2.746 2.402 -5.089
C -1.432 2.016 -5.330
C -1.069 0.677 -5.192
N -2.289 1.831 -0.764
S -3.895 1.435 -0.350
O -4.725 1.389 -1.516
O -4.301 2.335 0.679
C -3.864 -0.275 0.427
F -3.877 -1.182 -0.517
F -2.829 -0.407 1.223
F -4.975 -0.320 1.114
H -2.870 4.969 -1.394
H -4.148 3.785 -1.389
H -1.359 3.380 -3.051
H 0.421 1.691 -2.586
H 0.061 2.041 -0.898
H -2.034 0.893 -2.697
H -0.115 -0.197 -0.621
H -1.673 -0.983 -0.693
H 0.239 -1.952 -2.152
H 0.083 -0.496 -3.091
H -0.800 -1.841 -5.066
H -4.098 -0.624 -4.343
H -4.724 1.764 -4.553
H -3.026 3.443 -5.188
H -0.674 2.724 -5.636
H -0.056 0.338 -5.358
C 2.364 -3.529 1.346
C 3.342 -2.436 1.743
C 3.405 -1.603 0.474
O 2.116 -1.705 -0.160
C 1.379 -2.769 0.475
H 1.891 -4.017 2.195
H 2.875 -4.292 0.754
H 2.930 -1.848 2.565
H 4.315 -2.811 2.051
H 4.160 -1.988 -0.219
H 3.618 -0.551 0.669
H 0.583 -2.316 1.078
H 0.918 -3.400 -0.287
C 0.851 -5.076 6.012
C 2.207 -5.205 6.699
C 3.162 -4.871 5.563
O 2.474 -3.944 4.713
C 1.091 -3.899 5.076
H 0.024 -4.906 6.698
H 0.636 -5.978 5.435
H 2.294 -4.463 7.496
H 2.390 -6.188 7.128
H 3.409 -5.762 4.976
H 4.091 -4.417 5.908
H 0.895 -2.946 5.579
H 0.481 -3.946 4.172
C 2.231 4.773 2.020
C 2.693 5.407 0.710
C 2.535 4.252 -0.267
O 1.438 3.461 0.217
C 1.098 3.876 1.548
H 1.911 5.495 2.769
H 3.034 4.171 2.449
H 2.027 6.228 0.437
H 3.710 5.792 0.744
H 3.430 3.623 -0.289
H 2.318 4.582 -1.284
H 0.149 4.424 1.510
H 0.963 2.994 2.175
*
```

Computed properties:
highest occupied orbital energy	-11.16	eV
frontier orbital gap	0.2821	hartree



| no. | molar mass (g mol⁻¹) |
| --- | --- |
| 1 | 381.6 |
| 2 | 521.8 |
| 3 | 544.7 |
| 4 | 581.7 |